1.
{"formula": "C4H15N2O", "method": "wB97M-V/def2-TZVPD", "energy_ha": -345.61032, "multiplicity": 1, "e_above_lowest_kcal_mol": 210.46, "total_charge": 1, "species": ["N", "C", "C", "N", "C", "C", "H", "H", "H", "H", "H", "H", "H", "H", "H", "H", "H", "H", "H", "H", "H", "O"], "coordinates": [[-1.26664, -1.57019, 1.36515], [0.13656, -1.26081, 1.55008], [0.29317, 0.31826, 1.37529], [0.09518, 0.62469, -0.02768], [-0.75436, 1.86479, -0.14962], [-1.14343, 2.18927, -1.61264], [-1.54530, -2.53968, 1.63868], [6.10721, -2.01746, -1.10176], [-1.51770, -1.66563, 0.34901], [0.74513, -1.63539, 0.70497], [0.51198, -1.60013, 2.44980], [-0.56151, 0.70639, 1.90182], [1.21412, 0.63300, 1.86471], [-0.37972, -0.18152, -0.55316], [-1.65850, 1.82094, 0.48125], [-0.12796, 2.73537, 0.20873], [-1.78587, 1.28652, -2.01404], [-0.17750, 2.26857, -2.14414], [-1.56773, 3.09669, -1.42116], [5.81191, -2.55972, -1.51267], [-1.07129, -1.48387, -2.07561], [-1.35773, -1.03009, -1.27702]], "mulliken_charge": [-0.440, -0.600, -0.435, -0.093, -0.473, -1.063, 0.336, 0.000, 0.309, 0.297, 0.543, 0.352, 0.377, 0.434, 0.427, 0.410, 0.313, 0.298, 0.402, 0.000, 0.287, -0.682]}

***

2.
{"formula": "C4H15N2O", "method": "wB97M-V/def2-TZVPD", "energy_ha": -345.89189, "multiplicity": 1, "e_above_lowest_kcal_mol": 33.77, "total_charge": 1, "species": ["C", "C", "C", "C", "N", "N", "H", "H", "H", "H", "H", "H", "H", "H", "H", "H", "H", "H", "H", "H", "H", "O"], "coordinates": [[-0.86051, 0.88511, 1.84635], [-0.31009, 0.59120, 0.47120], [-1.44164, 0.68522, -0.65240], [-1.02120, 0.07957, -2.00480], [-0.39927, -1.37268, -1.97270], [0.65456, -0.54254, 0.52616], [-1.37773, -0.03789, 2.11119], [-1.58687, 1.71655, 1.92186], [-0.05863, 1.09200, 2.55715], [0.41222, 1.33110, 0.11718], [-1.65275, 1.72477, -1.01056], [-2.38793, 0.38250, -0.19210], [-1.92866, -0.09600, -2.57965], [-0.16398, 0.58982, -2.43062], [-1.18010, -2.05332, -1.94788], [0.36881, -1.40771, 0.98369], [0.25180, -1.39180, -2.74066], [1.63441, -0.22579, 0.68533], [0.09340, -1.41987, -1.03353], [3.96985, -0.25973, 1.07962], [3.63814, -0.35139, 2.53608], [3.34615, 0.08089, 1.72907]], "mulliken_charge": [-1.383, 0.359, -0.728, -0.704, -0.278, -0.604, 0.401, 0.358, 0.332, 0.297, 0.303, 0.407, 0.370, 0.380, 0.378, 0.269, 0.363, 0.204, 0.309, 0.323, 0.323, -0.679]}

***

3.
{"formula": "C4H15N2O", "method": "wB97M-V/def2-TZVPD", "energy_ha": -345.87810, "multiplicity": 1, "e_above_lowest_kcal_mol": 42.43, "total_charge": 1, "species": ["C", "C", "C", "C", "N", "N", "H", "H", "H", "H", "H", "H", "H", "H", "H", "H", "H", "H", "H", "H", "H", "O"], "coordinates": [[-0.80739, 0.35788, -0.85480], [-0.26559, -0.52320, 0.26913], [1.10691, -1.07792, -0.22941], [1.77584, -1.87574, 0.89261], [3.19981, -1.63626, 0.91114], [-2.21581, 0.94598, -0.84845], [-0.58461, 0.06988, -1.89113], [-0.29546, 1.33001, -0.72600], [-0.00875, 0.04542, 1.14986], [-0.91585, -1.35749, 0.53788], [1.72279, -0.18091, -0.34700], [1.19985, -1.57278, -1.19001], [1.41789, -1.68389, 1.89248], [1.51828, -2.92097, 0.71981], [3.64042, -2.51296, 1.18907], [3.72570, -1.47330, 0.06006], [-2.41916, 1.43003, 0.04837], [-2.28227, 1.56347, -1.66142], [-2.84747, 0.16554, -1.03464], [-2.11661, 3.51122, -0.37637], [-2.14025, 4.10309, 0.96929], [-2.40828, 3.29287, 0.51953]], "mulliken_charge": [-0.808, -0.455, -0.765, -0.430, -0.660, -0.265, 0.418, 0.286, 0.382, 0.388, 0.347, 0.428, 0.289, 0.311, 0.244, 0.226, 0.335, 0.371, 0.350, 0.313, 0.337, -0.644]}

***

4.
{"formula": "C4H15N2O", "method": "wB97M-V/def2-TZVPD", "energy_ha": -345.65044, "multiplicity": 1, "e_above_lowest_kcal_mol": 185.28, "total_charge": 1, "species": ["C", "C", "C", "C", "N", "N", "H", "H", "H", "H", "H", "H", "H", "H", "H", "H", "H", "H", "H", "H", "H", "O"], "coordinates": [[0.74451, -1.94679, -0.35496], [-0.05614, -1.67509, 0.91673], [-0.66239, -0.26106, 0.99421], [0.33805, 0.86000, 0.78321], [1.47585, 0.74044, 1.66721], [-1.10886, 2.22644, -1.40243], [1.77988, -1.61724, -0.31502], [0.77369, -3.03487, -0.39473], [0.48988, -1.92287, 1.83803], [-0.91066, -2.34370, 0.79927], [-1.19690, -0.16021, 0.04520], [-1.30578, -0.10071, 1.85640], [-0.07946, 1.87825, 0.95440], [0.75705, 0.78684, -0.22386], [1.29774, 0.29230, 2.56263], [2.17526, 1.47106, 1.66166], [0.16231, -1.38010, -1.21180], [-0.72118, 3.00690, -1.92319], [-2.10502, 2.22914, -1.60546], [-0.67582, 1.33773, -1.69057], [-1.23235, -0.82958, -2.29971], [-0.45478, -0.34214, -1.96995]], "mulliken_charge": [-0.616, -0.478, -0.571, -0.456, -0.362, -0.507, 0.336, 0.372, 0.386, 0.372, 0.344, 0.434, 0.281, 0.282, 0.217, 0.260, 0.175, 0.286, 0.258, 0.253, 0.351, -0.617]}

***

Looking at max |F| for the records above, in order, we have 4.9; 2.8; 2.9; 4.1 eV Å⁻¹.